C11H20Cl2O3Pb | ωB97M-V/def2-TZVPD

XYZ file:
```
37
C11H20Cl2O3Pb | the OMol25 dataset | ωB97M-V/def2-TZVPD
C 0.31132 -1.19137 -2.46928
C 1.14919 -0.05714 -2.57193
C 0.31838 1.10998 -2.62426
C 2.62871 -0.03592 -2.58727
C -1.02934 0.69831 -2.52218
C -1.03513 -0.72047 -2.39999
C -2.24121 -1.55589 -2.22915
C 0.73150 -2.60365 -2.42331
C 0.83493 2.48805 -2.73954
C -2.19286 1.60578 -2.53597
Pb 1.25864 0.56383 1.05778
Cl 2.20127 2.78474 0.46383
Cl 2.42525 -1.67846 0.42477
O -0.84679 0.70327 0.71122
H 3.02138 -1.05336 -2.47559
H 3.02646 0.56389 -1.75996
H 3.00489 0.40451 -3.52720
H 1.47706 2.73680 -1.88223
H -0.00463 3.19434 -2.74917
H 1.42539 2.63209 -3.66464
H -2.06061 2.39649 -1.79172
H -3.10337 1.05428 -2.30443
H -2.32311 2.07541 -3.51334
H -3.04354 -0.98639 -1.72483
H -2.00464 -2.44079 -1.62008
H -2.64326 -1.91606 -3.19318
H 1.54957 -2.70169 -1.70857
H 1.06181 -2.94676 -3.40089
H -0.09738 -3.23660 -2.08712
H -1.27792 1.55626 0.53383
O -1.72722 -1.68981 2.98838
H -1.62597 -0.88222 2.41107
C 0.47167 0.11746 4.74714
O 1.24908 0.57519 3.88178
H 0.70208 -0.84216 5.22934
H -1.16428 -1.38791 3.72736
H -0.42739 0.66699 5.04426
```

E_tot   -48166.8029 eV
LUMO energy   4.39 eV
Frontier orbital gap   3.49 eV
2S+1   1
ΔE to the lowest compared entry with this formula, charge and spin   0.0 kcal per mole
HOMO   0.895 eV
Total charge   -2

Results of the Löwdin charge analysis, in e, for atoms 1 through 8:
1. C -0.2788
2. C -0.2923
3. C -0.2838
4. C -0.1251
5. C -0.2893
6. C -0.2699
7. C -0.1052
8. C -0.1172


C4H5NO | ωB97M-V/def2-TZVPD

XYZ file:
```
11
C4H5NO | the OMol25 dataset | ωB97M-V/def2-TZVPD
C 0.06199 0.53465 -0.80313
C -0.69938 -0.72475 -1.18831
O -1.21227 -1.48488 -0.40610
C 1.29431 -0.53568 1.92914
N 0.47401 0.27858 1.48810
C -0.14049 0.96544 0.61552
H 1.12863 0.28015 -0.93243
H -0.16362 1.33501 -1.51197
H -0.72223 -0.92683 -2.28043
H 0.79922 -1.48229 2.18610
H -0.82016 1.76059 0.90352
```

E_tot   -7763.4186 eV
LUMO energy   0.82 eV
Frontier orbital gap   9.14 eV
2S+1   1
ΔE to the lowest compared entry with this formula, charge and spin   71.7 kcal per mole
HOMO   -8.320 eV

Results of the Löwdin charge analysis, in e, for atoms 1 through 8:
1. C -0.1419
2. C -0.2552
3. O 0.0539
4. C 0.0443
5. N -0.0654
6. C -0.1553
7. H 0.1298
8. H 0.1106


CH2Cl2O3 | ωB97M-V/def2-TZVPD

XYZ file:
```
8
CH2Cl2O3 | the OMol25 dataset | ωB97M-V/def2-TZVPD
O 0.50661 -0.40335 1.19842
C 0.07114 0.29730 0.10385
O 0.52628 -0.27883 -1.08526
Cl 0.49440 2.06062 0.04218
O -1.26028 0.50636 -0.02723
Cl -2.21618 -0.87953 0.06836
H 0.51745 -1.37059 0.93234
H 1.36058 0.06803 -1.23266
```

E_tot   -32254.6418 eV
Structure (SMILES)   OC(O)(Cl)OCl
LUMO energy   -0.12 eV
Frontier orbital gap   10.81 eV
2S+1   1
ΔE to the lowest compared entry with this formula, charge and spin   19.3 kcal per mole
HOMO   -10.923 eV

Atom-resolved charges from Löwdin, all expressed in e:
1. O 0.0182
2. C -1.1145
3. O 0.0133
4. Cl 0.7440
5. O -0.5908
6. Cl 0.7339
7. H 0.1452
8. H 0.0507


C41H32N4O3PS2V | ωB97M-V/def2-TZVPD

XYZ file:
```
84
C41H32N4O3PS2V | the OMol25 dataset | ωB97M-V/def2-TZVPD
V 0.12494 0.35033 -1.48194
S 0.38404 -4.19067 -3.85262
C -1.19491 -4.59456 -3.25936
C -1.78094 -5.84434 -3.10534
C -3.07708 -5.90075 -2.62468
C -3.78051 -4.73241 -2.32339
C -3.19557 -3.48949 -2.46955
C -1.88069 -3.41248 -2.92526
N -1.15415 -2.25503 -3.09937
C 0.01918 -2.47177 -3.57187
C 1.02035 -1.45712 -3.88591
C 1.83038 -1.73420 -4.99708
C 2.76647 -0.82826 -5.44333
C 2.90750 0.36919 -4.76309
C 2.12308 0.64402 -3.65265
C 1.16016 -0.24249 -3.15510
H -1.23254 -6.74372 -3.35333
H -3.55383 -6.86320 -2.49138
H -4.80501 -4.80516 -1.98124
H -3.73388 -2.57740 -2.24877
H 1.68309 -2.66304 -5.53692
H 3.36508 -1.04503 -6.31875
H 3.63616 1.09943 -5.09372
H 2.28235 1.59056 -3.15851
O 2.22307 3.38211 -2.03753
C 1.38031 3.01952 -1.24190
O 0.59225 1.99537 -1.44066
C 1.16878 3.81579 0.01542
C 1.58988 5.14520 -0.01242
C 1.45224 5.95177 1.09840
C 0.88382 5.44001 2.25926
C 0.46997 4.12303 2.29854
C 0.61731 3.29034 1.18612
P 0.03608 1.55073 1.29992
C -1.68258 1.96505 1.82180
C -2.42405 2.63466 0.84303
C -3.75164 2.95756 1.05947
C -4.36145 2.61437 2.26039
C -3.63279 1.95324 3.23586
C -2.29807 1.62794 3.02176
C 0.84897 0.99597 2.84639
C 2.00459 1.59811 3.34489
C 2.64646 1.07993 4.46060
C 2.15543 -0.05565 5.08745
C 1.03268 -0.68977 4.57396
C 0.39523 -0.17649 3.45480
H 2.02068 5.52303 -0.92943
H 1.78488 6.98112 1.06643
H 0.76108 6.06994 3.13128
H 0.02668 3.72488 3.20323
H -1.95383 2.91350 -0.09478
H -4.30565 3.47160 0.28435
H -5.39738 2.87348 2.43831
H -4.10415 1.68447 4.17373
H -1.74226 1.13157 3.80649
H 2.40520 2.47636 2.85751
H 3.53969 1.56248 4.83773
H 2.64747 -0.44951 5.96756
H 0.65286 -1.58694 5.04767
H -0.46248 -0.69476 3.04394
C 3.97043 -0.51134 1.30701
C 2.74378 -0.80227 0.48580
O 2.14440 0.07020 -0.13905
N 2.34835 -2.09207 0.46707
C 1.26416 -2.52106 -0.40149
C -0.09715 -2.15813 0.14923
C -0.67057 -2.94253 1.13610
C -1.89606 -2.58617 1.67670
C -2.51956 -1.45230 1.17948
C -1.90171 -0.73814 0.17273
N -0.70096 -1.06102 -0.33561
H 4.23502 0.53490 1.18740
H 4.79900 -1.13701 0.97310
H 3.77444 -0.71602 2.35975
H 2.83818 -2.77286 1.01918
H 1.33108 -3.59974 -0.52872
H 1.41063 -2.03604 -1.36509
H -0.15792 -3.83588 1.46887
H -2.35328 -3.17939 2.45735
H -3.47697 -1.12216 1.55763
H -2.39983 0.11154 -0.27283
S -1.76899 0.66629 -2.82414
C -1.94055 2.31910 -2.66137
N -2.10888 3.45965 -2.54551
```

E_tot   -111789.1078 eV
LUMO energy (alpha / beta)   -0.52 / -0.49 eV
Frontier orbital gap (alpha / beta)   6.97 / 7.32 eV
2S+1   3
ΔE to the lowest compared entry with this formula, charge and spin   41.7 kcal per mole
HOMO (alpha / beta)   -7.485 / -7.810 eV
Expectation value of S²   2.018

Results of the Löwdin charge analysis, in e, for atoms 1 through 8:
1. V 0.6250
2. S 1.0893
3. C -0.4736
4. C -0.0972
5. C -0.0953
6. C -0.0891
7. C -0.0147
8. C -0.3041


C6H6O | ωB97M-V/def2-TZVPD

XYZ file:
```
13
C6H6O | the OMol25 dataset | ωB97M-V/def2-TZVPD
O 1.22545 2.64542 0.77821
C -0.11813 2.31101 0.76903
C -0.81842 1.79378 -0.24180
C -0.64489 0.60078 -0.68751
C -1.08147 -0.74242 -0.85467
C 0.33604 -1.31858 -0.75022
C -0.26043 -0.48890 0.35492
H 1.79429 1.88222 0.36919
H -0.65594 2.78552 1.52206
H -2.01641 -1.23636 -1.00280
H 0.51143 -2.35544 -0.49013
H 1.07260 -0.77641 -1.31965
H -0.56184 -0.82814 1.39824
```

E_tot   -8359.8262 eV
Structure (SMILES)   OC=C=C1[C@H]2C[C@@H]12
LUMO energy   0.63 eV
Frontier orbital gap   8.73 eV
2S+1   1
ΔE to the lowest compared entry with this formula, charge and spin   154.0 kcal per mole
HOMO   -8.106 eV

Results of the Löwdin charge analysis, in e, for atoms 1 through 8:
1. O -0.0109
2. C -0.1994
3. C 0.0232
4. C -0.1732
5. C -0.1486
6. C -0.0808
7. C -0.1418
8. H 0.1619


Which formula does entry 2 have?
C4H5NO


Look up the ΔE to the lowest compared entry with this formula, charge and spin of the fifth one.
154.0 kcal per mole